# 1
{
  "formula": "C7H9NOS3",
  "method": "the ωB97M-V functional and the def2-TZVPD basis",
  "charge": 0,
  "relative_energy_ev": 0.171,
  "gap_ha": 0.2864,
  "homo_ev": -8.15,
  "smiles": "CSc1cc(CN=O)c(SC)s1",
  "elements": ["C", "S", "C", "C", "C", "C", "N", "O", "C", "S", "C", "S", "H", "H", "H", "H", "H", "H", "H", "H", "H"],
  "xyz": [[-2.3869, -0.6141, -1.5157], [-0.7315, -0.8452, -2.2941], [0.1703, -0.2034, -0.9654], [0.6288, 1.1082, -0.9180], [1.2978, 1.3721, 0.3310], [1.9392, 2.6836, 0.5785], [1.0036, 3.6078, 1.1670], [1.3671, 4.7925, 1.2495], [1.3066, 0.3147, 1.1787], [2.1342, 0.3635, 2.7494], [1.6950, -1.2811, 3.3953], [0.4505, -1.0875, 0.5140], [-3.1288, -0.9966, -2.1983], [-2.6013, 0.4407, -1.3898], [-2.4588, -1.1022, -0.5335], [0.5140, 1.7882, -1.7467], [2.7760, 2.5260, 1.2751], [2.3227, 3.0643, -0.3812], [2.2664, -2.0439, 2.8651], [0.6134, -1.4350, 3.2808], [1.9344, -1.3399, 4.4711]],
  "nbo_charge": [-0.72, 0.26, -0.42, -0.22, -0.14, -0.36, 0.15, -0.28, -0.31, 0.27, -0.74, 0.43, 0.22, 0.22, 0.22, 0.24, 0.24, 0.23, 0.23, 0.23, 0.24]
}

=====

# 2
{
  "formula": "C7H9O2P",
  "method": "the ωB97M-V functional and the def2-TZVPD basis",
  "s_squared": 2.019,
  "charge": 0,
  "spin_multiplicity": 3,
  "relative_energy_ev": 0.595,
  "gap_ha": [0.2377, 0.2784],
  "homo_ev": [-5.70, -9.98],
  "elements": ["C", "C", "C", "C", "C", "C", "C", "O", "O", "P", "H", "H", "H", "H", "H", "H", "H", "H", "H"],
  "xyz": [[-2.9245, 1.2768, -1.6722], [-1.9959, 0.6101, -1.3705], [-0.2903, -1.1198, -1.3292], [-0.9846, -0.0806, -0.8059], [-0.2543, 0.2969, 0.7586], [-0.9734, -0.0661, 2.0252], [2.5780, 0.1958, -0.5738], [2.0702, -1.3098, 1.5360], [0.7017, -1.6755, -0.6074], [1.3334, -0.6548, 0.4306], [-3.6931, 2.0396, -1.8819], [-0.6651, -1.4772, -2.2886], [-0.1208, 1.4117, 0.8404], [-1.5309, -0.9665, 2.0834], [-1.5357, 0.7977, 2.4180], [-0.2413, -0.2319, 2.7934], [2.2867, 0.2114, -1.6895], [2.8998, 1.2239, -0.2948], [3.3403, -0.4815, -0.3716]],
  "mulliken_spin": [0.49, 0.13, 0.86, 0.32, 0.05, 0.02, 0.01, 0.00, 0.12, 0.00, -0.02, 0.03, 0.01, 0.00, 0.00, -0.01, -0.01, 0.00, 0.00]
}